# 1
The following is a quantum chemistry calculation of a molecular structure, C8H6Cl2N4O, from the OMol25 dataset.

```
21
Properties=species:S:1:pos:R:3
C 0.7698 0.5477 2.9908
C -0.1999 0.8904 1.1182
C -0.7018 0.6692 -1.3416
C -1.9798 0.0889 -0.6916
C 0.3724 -1.1829 -0.0665
C -0.8154 1.4972 -0.0661
C 0.3952 -0.3593 -1.4102
C -1.8662 -1.0894 0.0463
N -0.0458 1.3743 2.3639
N 0.6154 -0.2177 0.9891
N -0.7710 -1.7807 0.3066
N 1.2018 -0.4218 2.1739
O -1.4558 2.5309 -0.0369
Cl 1.6692 -2.4228 0.0074
Cl -3.2501 -1.8242 0.7530
H 1.1050 0.6429 3.9531
H -1.0139 1.0778 -2.3321
H -2.8434 0.6224 -0.7392
H 0.2138 -1.1628 -2.0925
H 1.2494 0.2477 -1.4134
H 1.7559 -1.2777 2.3689
```

Results
- DFT total energy: -1522.9963 Ha
- Spin multiplicity: 1
- Orbital gap (alpha / beta): 7.54 / 7.54 eV
- Energy relative to the best compared isomer or geometry (same formula, charge and spin): 73.6 kJ/mol

How positive or negative is each atom? The Löwdin charges in e answer that: C -0.080; C -0.119; C -0.152; C -0.063; C -0.858; C -0.418; C -0.076; C -0.757; N 0.194; N 0.009; N -0.023; N 0.126; O 0.043; Cl 0.698; Cl 0.700; H 0.111; H 0.173; H 0.090; H 0.125; H 0.110; H 0.168


# 2
The following is a quantum chemistry calculation of 8 unconnected molecules or ions with the total composition C11H39N5O8, from the OMol25 dataset.

```
63
Properties=species:S:1:pos:R:3
C 2.8346 6.2360 1.5711
O 1.5183 5.6564 1.6711
C 1.2003 5.0022 2.9156
C 0.2640 5.9085 3.7020
C 0.9109 7.1709 4.4070
N -0.5817 5.0669 4.5485
H 3.4936 5.4346 1.9050
H 2.8910 7.0947 2.2402
H 3.0822 6.5531 0.5581
H 0.6795 4.0870 2.6339
H 2.0885 4.6677 3.4515
H -0.4402 6.4310 3.0546
H 0.2630 7.7294 5.0826
H 1.1394 7.9744 3.7068
H 1.7949 6.9168 4.9918
H 0.2519 4.6995 4.9846
H -0.9962 5.7215 5.1964
N -2.9655 -8.4028 1.0495
C -2.8544 -7.1420 1.3355
N -3.6596 -6.8848 2.2793
O -1.9576 -6.3903 0.9302
H -3.7369 -8.9695 1.3716
H -2.1818 -8.7765 0.5334
H -4.3447 -7.5684 2.5682
H -3.5510 -5.9775 2.7095
N 2.3124 -2.1077 5.1510
C 3.3434 -2.8658 4.9377
N 2.9577 -3.8164 4.1635
O 4.4502 -2.7096 5.3739
H 2.4897 -1.2658 5.6800
H 1.4507 -2.4182 4.7253
H 3.6562 -4.5082 3.9321
H 2.0622 -3.6366 3.7323
C -7.4541 -3.0571 -2.2296
O -7.0442 -1.9227 -3.0316
H -7.3442 -2.8324 -1.1687
H -8.5049 -3.2879 -2.4048
H -6.8816 -3.9827 -2.2898
H -6.1343 -1.7671 -2.7682
C -3.8672 4.8096 -1.5767
O -2.6754 5.4136 -2.0211
H -4.5258 5.1488 -2.3763
H -3.7914 3.7224 -1.5576
H -4.3457 5.3426 -0.7551
H -1.9989 5.3125 -1.3475
C 6.5918 0.3639 -4.1045
O 6.4434 -0.4386 -5.1986
H 7.5668 0.8148 -4.2890
H 5.7589 1.0587 -3.9961
H 6.6682 -0.2266 -3.1915
H 5.8526 -0.0478 -5.8465
C 0.5326 -1.1517 -1.6619
O -0.7815 -1.5476 -1.6752
H 0.3665 -0.0818 -1.5363
H 1.1008 -1.6602 -0.8830
H 0.8916 -1.4037 -2.6597
H -0.6860 -2.3231 -1.1173
C 1.0768 -4.4915 -7.6969
O 0.4590 -3.4323 -8.4211
H 0.4190 -5.0116 -7.0006
H 1.3395 -5.2691 -8.4142
H 1.9524 -4.1277 -7.1592
H 1.1500 -2.8345 -8.7154
```

Results
- DFT total energy: -1318.0086 Ha
- Spin multiplicity: 1
- Orbital gap: 9.87 eV
- SMILES: COC[C@H](C)N.NC(N)=O.NC(N)=O.CO.CO.CO.CO.CO
- Energy relative to the best compared isomer or geometry (same formula, charge and spin): 399.0 kJ/mol

How positive or negative is each atom? The Löwdin charges in e answer that: C -0.082; O -0.207; C -0.190; C -0.440; C -0.056; N 0.037; H 0.081; H 0.072; H 0.086; H 0.123; H 0.122; H 0.127; H 0.064; H 0.066; H 0.071; H 0.061; H 0.066; N 0.151; C -0.802; N 0.159; O 0.007; H 0.112; H 0.124; H 0.118; H 0.130; N 0.152; C -0.834; N 0.156; O 0.054; H 0.126; H 0.107; H 0.130; H 0.109; C -0.160; O -0.118; H 0.066; H 0.076; H 0.069; H 0.067; C -0.176; O -0.126; H 0.076; H 0.081; H 0.075; H 0.070; C -0.203; O -0.116; H 0.078; H 0.082; H 0.077; H 0.081; C -0.197; O -0.121; H 0.084; H 0.084; H 0.078; H 0.072; C -0.165; O -0.125; H 0.075; H 0.070; H 0.076; H 0.069


# 3
The following is a quantum chemistry calculation of a molecular structure, O6SV, from the OMol25 dataset.

```
8
Properties=species:S:1:pos:R:3
O 1.6304 -2.2884 -2.4610
V 0.3217 -1.5036 -2.1980
O -0.0881 -0.8823 -3.5887
S -0.3401 0.8602 1.6783
O 0.4911 1.6127 2.5825
O -1.7234 1.1262 2.0042
O -0.3300 1.6105 0.4553
O 0.0383 -0.5352 1.5274
```

Results
- DFT total energy: -1793.5032 Ha
- Spin multiplicity: 1
- Total charge: -1
- Orbital gap: 2.97 eV

How positive or negative is each atom? The Löwdin charges in e answer that: O -0.399; V 1.031; O -0.419; S 0.093; O -0.340; O -0.284; O -0.281; O -0.402


# 4
The following is a quantum chemistry calculation of 2 unconnected molecules or ions with the total composition C5H10NO, from the OMol25 dataset.

```
17
Properties=species:S:1:pos:R:3
C 2.1915 1.0937 -0.3243
C -0.8356 1.4800 -0.5462
C -0.1899 0.7615 0.3531
C -2.2754 1.6334 -0.4332
C 0.8517 -2.8235 0.3603
N 1.1993 0.3964 0.1940
O 0.1028 -3.1928 1.3130
H 3.1768 0.6548 -0.4383
H 2.0665 2.1513 -0.5740
H -0.4187 1.9483 -1.5433
H -0.7102 0.2114 1.1984
H -2.8564 0.8114 -0.9877
H -2.5067 1.6080 0.6246
H -2.6304 2.5998 -0.7466
H 0.8030 -1.7644 0.2413
H 1.7102 -3.3937 -0.1145
H 0.3216 -4.1755 1.4233
```

Results
- DFT total energy: -326.0926 Ha
- Spin multiplicity: 1
- Total charge: +1
- Orbital gap: 5.39 eV
- Energy relative to the best compared isomer or geometry (same formula, charge and spin): 496.6 kJ/mol

How positive or negative is each atom? The Löwdin charges in e answer that: C 0.009; C -0.184; C -0.193; C -0.129; C 0.220; N -0.073; O 0.211; H 0.065; H 0.080; H 0.158; H 0.131; H 0.117; H 0.072; H 0.073; H 0.060; H 0.176; H 0.206


Which of these has the lowest DFT total energy?
O6SV